80
Properties=species:S:1:pos:R:3:forces:R:3 method="wB97M-V/def2-TZVPD" homo_energy_ev=-13.94 charge=+2 energy_ev=-88633.6246 mol_weight_g_mol=808.655 homo_lumo_gap_ev=6.3 max_force_ev_per_a=0.71
Au -1.067902 0.693835 -0.915355 -0.003 -0.320 -0.134
C -2.613757 -1.231849 1.753523 0.048 -0.130 -0.039
N -1.392126 -0.805746 2.439574 -0.056 0.068 0.256
C -1.621635 -0.380450 3.822075 -0.025 -0.026 -0.034
P 0.061224 -1.027597 1.759390 0.281 -0.008 -0.278
O 0.050275 -0.580759 0.289743 0.121 0.472 0.223
O 1.049449 -0.213960 2.723294 -0.106 0.051 -0.186
P 1.374974 1.375479 2.631752 -0.060 0.046 -0.206
O 0.296647 2.015921 1.848065 0.049 -0.001 0.054
N 2.822347 1.534105 1.902336 0.131 0.088 0.183
C 4.005706 0.943584 2.526595 -0.008 0.033 -0.009
C 2.966745 1.801717 0.478176 -0.037 -0.078 -0.063
N 1.469308 1.773996 4.204391 0.129 -0.042 0.086
C 1.770510 0.873953 5.317318 -0.076 0.040 -0.038
C 1.717593 3.189136 4.497340 0.007 -0.011 -0.030
N 0.731284 -2.497360 1.845650 -0.636 -0.294 -0.134
C 1.325010 -3.296081 0.773872 0.192 0.063 0.186
C 0.755610 -3.137595 3.164621 0.052 0.047 0.039
H -3.129753 -1.992811 2.340490 -0.001 -0.007 0.018
H -2.386143 -1.666063 0.783125 0.018 0.001 -0.025
H -3.287103 -0.379616 1.630687 0.016 0.009 -0.005
H -2.075798 -1.192748 4.392374 -0.012 0.002 0.013
H -2.301684 0.473753 3.837511 -0.014 -0.019 -0.034
H -0.697866 -0.084815 4.304966 0.047 0.016 0.005
H 3.860238 0.834374 3.599166 -0.004 0.007 0.004
H 4.867577 1.591175 2.367419 0.001 0.001 -0.016
H 4.221672 -0.041964 2.105338 0.019 -0.002 -0.007
H 2.072359 2.284663 0.095749 -0.052 0.021 0.007
H 3.144976 0.879924 -0.085853 -0.007 0.002 0.009
H 3.816356 2.466847 0.322559 0.006 0.008 0.007
H 1.592448 -0.160202 5.038386 0.012 -0.021 -0.012
H 1.130134 1.123043 6.164344 -0.002 0.000 0.007
H 2.811065 0.979144 5.634213 0.003 -0.001 0.016
H 1.595646 3.791745 3.598003 -0.024 -0.003 -0.001
H 2.733138 3.334776 4.871557 0.011 0.000 -0.001
H 1.009457 3.540513 5.247715 0.006 -0.006 0.027
H 0.878896 -3.064592 -0.176130 -0.162 0.143 -0.309
H 1.131185 -4.345990 0.988822 -0.040 -0.005 -0.039
H 2.407249 -3.150273 0.725018 -0.027 0.011 0.027
H 0.309717 -2.493907 3.921633 -0.019 0.015 0.015
H 1.783324 -3.345723 3.465497 0.016 0.012 -0.008
H 0.195792 -4.073068 3.140354 -0.002 0.000 -0.021
C 2.635134 -3.480415 -6.115157 -0.010 0.008 0.002
C 1.518150 -3.192265 -5.154921 0.019 -0.004 -0.021
C 0.248200 -3.723291 -5.361359 -0.010 0.002 -0.008
C -0.783653 -3.487471 -4.466862 0.029 -0.024 0.033
C -0.527527 -2.714642 -3.343100 0.071 -0.010 -0.014
C 0.729406 -2.160613 -3.113729 -0.045 -0.073 -0.042
C 1.739348 -2.400802 -4.023950 0.009 0.009 0.008
S -1.809522 -2.464868 -2.185730 -0.017 0.172 0.134
O -3.063648 -2.762654 -2.798665 -0.001 -0.098 -0.040
O -1.474246 -2.974793 -0.897719 0.190 -0.008 0.056
N -1.866431 -0.795528 -1.990439 -0.380 0.028 -0.168
C -2.480733 0.048928 -2.906346 0.218 0.064 0.142
C -3.245119 -0.106605 -4.056530 0.068 -0.047 0.107
C -3.653271 1.060677 -4.672168 -0.021 -0.001 -0.047
C -3.311227 2.326868 -4.180393 -0.023 0.064 -0.056
C -2.546182 2.421586 -3.048276 0.094 -0.167 0.033
N -2.169699 1.279051 -2.455689 -0.106 0.041 0.048
H 2.259001 -3.642767 -7.123583 -0.004 -0.002 0.002
H 3.165650 -4.385323 -5.812271 -0.001 -0.002 0.006
H 3.357982 -2.666619 -6.140205 0.001 0.001 0.003
H 0.060728 -4.332586 -6.236095 0.000 0.003 -0.006
H -1.767455 -3.905232 -4.629386 -0.008 0.002 0.002
H 0.911743 -1.549373 -2.238843 0.023 -0.010 0.081
H 2.720300 -1.972377 -3.860627 0.000 0.003 -0.001
H -3.507402 -1.083184 -4.427839 -0.004 -0.024 0.003
H -4.256192 0.991502 -5.568127 -0.001 0.003 0.000
H -3.638321 3.225169 -4.682217 -0.009 -0.006 0.002
H -2.212501 3.341902 -2.596929 -0.011 -0.007 0.000
C -1.393312 5.235127 -0.440386 0.001 0.087 0.021
S -0.699002 3.865873 0.466807 -0.083 -0.173 -0.250
C -2.037041 3.620521 1.613105 -0.087 -0.001 0.064
O -0.903233 2.759216 -0.627981 0.282 -0.082 0.363
H -2.380663 4.985743 -0.825413 0.005 -0.015 0.041
H -0.705415 5.482069 -1.246109 0.002 0.006 -0.007
H -1.457889 6.077078 0.249781 0.017 0.034 -0.028
H -2.070468 4.490588 2.269254 -0.008 0.008 0.012
H -1.797084 2.732169 2.188717 -0.010 0.015 -0.009
H -2.972546 3.518823 1.064071 0.018 0.027 -0.018